{
  "formula": "C5H7NO",
  "method": "the ωB97M-V functional and the def2-TZVPD basis",
  "elements": ["O", "C", "C", "C", "C", "C", "N", "H", "H", "H", "H", "H", "H", "H"],
  "coordinates": [[0.48579, 1.77577, -0.91815], [0.60635, 1.06261, 0.08066], [1.46109, -0.17338, 0.07834], [0.55728, -1.36236, -0.13044], [-0.75226, -1.16886, -0.26147], [-1.37626, 0.16869, -0.17227], [-0.14738, 1.31852, 1.18026], [2.01773, -0.26601, 1.01590], [2.16664, -0.07634, -0.75469], [0.99752, -2.35650, -0.18123], [-1.45580, -1.98580, -0.44880], [-2.00536, 0.35724, 0.67051], [-1.81347, 0.52225, -1.12902], [-0.61040, 2.22642, 1.01925]],
  "atomic_forces_ev_per_a": [[1.6, 0.2, -0.7], [-0.1, 1.4, -2.0], [0.2, -0.1, 0.1], [-0.3, 0.0, 0.0], [0.4, 0.1, 0.2], [-0.4, -0.2, 1.8], [-2.0, -1.5, -0.2], [0.0, 0.0, -0.1], [-0.1, -0.1, 0.2], [-0.1, 0.2, 0.0], [0.2, 0.2, 0.0], [-0.8, -0.5, 0.2], [1.1, 0.7, 0.7], [0.3, -0.3, -0.1]],
  "nbo_charge": [-0.688, 0.598, -0.535, -0.123, -0.295, -0.088, -0.627, 0.238, 0.248, 0.217, 0.243, 0.223, 0.232, 0.357],
  "e_homo_ev": [-9.05, -9.05],
  "relative_energy_kj_mol": 377.3,
  "e_tot_ha": -324.580750,
  "total_charge": 0,
  "multiplicity": 1
}